(1)
Molecular formula: CHIS2
Method: DFT, ωB97M-V/def2-TZVPD

Kohn-Sham gap (Eh): 0.3067
Energy above the lowest of the compared OMol25 structures with the same formula, charge and spin (kJ/mol): 74.2
Structure (SMILES): IC1SS1
Molecular weight (g mol⁻¹): 204.1
Charge: 0
LUMO level (eV): -0.50
E_tot (eV): -30823.24522

CARTESIAN COORDINATES (ANGSTROEM)
1 C -0.69570 0.68738 0.08110
2 S -0.19894 2.02528 -1.06365
3 S -0.11263 2.06386 1.07395
4 I -2.63184 -0.08811 -0.01068
5 H 0.05494 -0.20572 0.01023

Atomic forces in eV per Å
2.431 -1.222 -0.807
-0.204 -0.369 1.301
-0.466 -0.389 -1.019
-0.261 0.167 0.203
-1.499 1.813 0.323

Löwdin population analysis, charges in e, atoms 1 to 2: atom 1 (C): -1.6136, atom 2 (S): 0.3950

(2)
Molecular formula: C2H7NO
Method: DFT, ωB97M-V/def2-TZVPD

Kohn-Sham gap (Eh): 0.3345
Energy above the lowest of the compared OMol25 structures with the same formula, charge and spin (kJ/mol): 77.2
Structure (SMILES): C=CN.O
Molecular weight (g mol⁻¹): 61.1
Charge: 0
LUMO level (eV): 0.83
E_tot (eV): -5724.44154

CARTESIAN COORDINATES (ANGSTROEM)
1 C -1.83427 0.41591 -0.38214
2 C -0.79435 1.20122 -0.11608
3 N 0.27011 0.94244 0.70905
4 H -1.96087 -0.58160 0.02991
5 H -2.60658 0.81089 -1.02242
6 H -0.78181 2.18949 -0.56857
7 H 0.41887 0.00003 1.02737
8 H 1.10442 1.48665 0.59432
9 H 0.85376 -2.16478 -0.14051
10 H 2.02758 -1.47628 -0.85555
11 O 1.81139 -2.03534 -0.10098

Atomic forces in eV per Å
-0.134 -0.143 -0.008
-0.080 0.217 -0.236
0.109 -0.011 0.258
0.057 0.125 -0.022
-0.111 -0.131 -0.012
0.128 -0.042 0.093
0.077 0.007 -0.041
0.017 -0.022 -0.015
0.266 0.019 -0.140
-0.116 -0.055 0.042
-0.213 0.035 0.082

Löwdin population analysis, charges in e, atoms 1 to 2: atom 1 (C): -0.0466, atom 2 (C): -0.3262

(3)
Molecular formula: C40H33N2PPdSe2Te
Method: DFT, ωB97M-V/def2-TZVPD

Kohn-Sham gap (Eh): 0.2709
Energy above the lowest of the compared OMol25 structures with the same formula, charge and spin (kJ/mol): 2.5
Molecular weight (g mol⁻¹): 964.6
Charge: +2
LUMO level (eV): -6.00
E_tot (eV): -195738.45779

CARTESIAN COORDINATES (ANGSTROEM)
1 Pd 0.46448 -0.72443 -0.05179
2 Se 2.93094 -1.40869 -1.83719
3 Se 3.54229 -1.09635 0.39661
4 C 2.74324 0.56927 0.99339
5 C 3.60052 1.49790 1.55742
6 C 3.07099 2.66254 2.09537
7 C 1.70499 2.87192 2.03569
8 C 0.90646 1.90668 1.45253
9 N 1.41324 0.77389 0.95147
10 C 1.45142 -2.65938 -1.84502
11 C 1.59793 -3.79316 -2.62505
12 C 0.49757 -4.61491 -2.83335
13 C -0.70916 -4.28793 -2.24202
14 C -0.77608 -3.15672 -1.45001
15 N 0.27762 -2.35821 -1.25912
16 H 4.66544 1.31180 1.56476
17 H 3.72483 3.39908 2.54323
18 H 1.25137 3.76873 2.43281
19 H -0.16580 2.02509 1.37923
20 H 2.55926 -4.02348 -3.06243
21 H 0.58992 -5.50056 -3.44771
22 H -1.59169 -4.89569 -2.37966
23 H -1.69628 -2.86702 -0.96211
24 Te 0.63412 -2.38364 2.07067
25 C -1.26609 -2.04962 2.91620
26 C -1.43418 -2.03628 4.29509
27 C -2.70846 -1.87631 4.82255
28 C -3.80528 -1.74741 3.98185
29 C -3.63411 -1.78388 2.60510
30 C -2.36236 -1.93318 2.07052
31 C 1.76767 -1.27947 3.45264
32 C 1.27900 -0.11827 4.03930
33 C 2.07953 0.58277 4.92905
34 C 3.36220 0.13448 5.21984
35 C 3.84408 -1.02718 4.63358
36 C 3.04432 -1.74449 3.75332
37 H -0.58803 -2.14891 4.96092
38 H -2.84245 -1.86342 5.89587
39 H -4.79581 -1.63160 4.40048
40 H -4.49029 -1.70233 1.94773
41 H -2.23399 -1.96572 0.99427
42 H 0.27714 0.23159 3.82065
43 H 1.69780 1.47860 5.40196
44 H 3.97937 0.68141 5.92017
45 H 4.83415 -1.39005 4.87540
46 H 3.41444 -2.66640 3.32098
47 C -2.57736 -1.86050 -4.75716
48 C -3.29455 -1.22644 -3.75458
49 C -2.64208 -0.41219 -2.83605
50 C -1.26517 -0.23216 -2.92561
51 C -0.54604 -0.86895 -3.94066
52 C -1.20140 -1.67770 -4.85254
53 P -0.34693 0.72052 -1.69592
54 C -1.51615 1.79100 -0.82703
55 C -2.31386 1.23347 0.17644
56 C -3.19537 2.02586 0.89251
57 C -3.28066 3.38598 0.61651
58 C -2.48708 3.94636 -0.37385
59 C -1.60445 3.15458 -1.09679
60 C 0.75550 1.79156 -2.64071
61 C 0.32094 2.28854 -3.87186
62 C 1.11633 3.17288 -4.58315
63 C 2.34701 3.56568 -4.07470
64 C 2.78269 3.07651 -2.85106
65 C 1.99011 2.19236 -2.13601
66 H -3.09059 -2.48344 -5.47765
67 H -4.36772 -1.34921 -3.69386
68 H -3.21453 0.09487 -2.06977
69 H 0.52266 -0.70816 -4.03369
70 H -0.64428 -2.15326 -5.64923
71 H -2.23275 0.17844 0.41334
72 H -3.80858 1.58524 1.66800
73 H -3.96581 4.00881 1.17598
74 H -2.55355 5.00475 -0.58717
75 H -0.98273 3.60361 -1.86035
76 H -0.63762 1.98818 -4.27616
77 H 0.77410 3.55468 -5.53549
78 H 2.96818 4.25177 -4.63471
79 H 3.74293 3.38073 -2.45620
80 H 2.34253 1.81457 -1.18604

Atomic forces in eV per Å
0.014 0.057 -0.012
-0.007 0.023 -0.010
0.036 -0.021 0.016
-0.036 -0.010 -0.011
-0.002 -0.023 -0.012
0.017 0.019 0.008
0.000 0.010 0.004
0.003 -0.052 0.002
-0.018 0.116 0.055
-0.007 -0.006 0.010
-0.013 -0.019 -0.003
0.032 0.002 -0.015
-0.023 0.020 0.013
-0.022 -0.014 0.007
0.006 -0.011 -0.032
0.000 -0.004 -0.006
-0.001 0.000 0.001
0.000 0.000 -0.003
-0.007 0.001 0.002
-0.001 0.003 -0.003
0.001 0.001 0.002
0.003 -0.006 0.006
0.003 0.006 -0.009
0.023 -0.012 -0.022
0.003 0.002 -0.003
-0.014 -0.007 0.001
0.012 0.007 0.004
-0.005 -0.012 -0.002
-0.005 0.002 -0.002
-0.015 0.000 0.011
0.020 -0.015 0.005
-0.011 0.012 -0.010
0.001 0.007 0.004
-0.001 -0.006 0.000
0.004 0.006 0.006
-0.010 0.002 -0.005
0.004 -0.002 -0.001
-0.004 0.001 -0.001
0.001 0.000 0.001
0.002 0.002 0.001
0.004 0.008 0.004
0.000 -0.009 0.006
0.000 -0.001 0.001
0.001 0.001 -0.002
-0.001 0.000 0.002
-0.005 -0.003 0.004
0.004 0.002 -0.001
-0.002 -0.002 0.005
-0.008 -0.015 0.001
-0.002 0.005 -0.004
-0.004 -0.001 -0.004
-0.002 -0.002 -0.002
0.037 -0.061 -0.011
-0.017 -0.005 -0.005
0.011 0.008 -0.002
0.003 -0.002 0.001
-0.002 0.000 -0.002
-0.007 0.005 0.002
0.029 0.001 0.004
-0.027 -0.006 -0.019
0.000 0.007 0.005
0.004 0.000 -0.003
-0.003 -0.006 0.004
0.004 0.000 -0.006
0.005 0.008 0.041
0.001 0.001 0.001
0.001 -0.003 0.000
0.002 0.004 0.000
0.002 0.000 0.002
-0.001 -0.001 0.001
0.000 0.007 -0.007
0.000 0.000 -0.002
0.001 0.000 0.000
0.000 -0.001 -0.001
-0.005 0.000 -0.003
0.001 -0.003 -0.001
0.002 -0.002 -0.001
-0.002 0.002 0.003
-0.001 -0.001 0.000
-0.003 -0.010 -0.008

Löwdin population analysis, charges in e, atoms 1 to 2: atom 1 (Pd): 0.5133, atom 2 (Se): 0.7173

(4)
Molecular formula: C40H32N7O4Pd
Method: DFT, ωB97M-V/def2-TZVPD

Kohn-Sham gap (spin up / spin down) (Eh): 0.2369 / 0.1973
Energy above the lowest of the compared OMol25 structures with the same formula, charge and spin (kJ/mol): 0.0
Molecular weight (g mol⁻¹): 781.2
Charge: +3
LUMO level (spin up / spin down) (eV): -8.80 / -10.13
E_tot (eV): -64075.06678
Multiplicity: 5

CARTESIAN COORDINATES (ANGSTROEM)
1 Pd 0.53163 -0.25897 0.28936
2 C 0.95498 -2.96531 3.83577
3 C 0.54375 -2.38901 2.62920
4 N 1.00085 -1.22413 2.20965
5 C 1.91739 -0.56272 2.95472
6 C 2.38297 -1.06313 4.17642
7 C 1.86927 -2.29952 4.61109
8 C 3.35741 -0.31837 4.92215
9 C 3.83970 0.85149 4.45560
10 C 3.39459 1.38282 3.19885
11 C 3.88787 2.58654 2.66379
12 C 3.42990 3.02655 1.44813
13 C 2.47690 2.26125 0.76881
14 N 1.99456 1.13054 1.24884
15 C 2.43843 0.68447 2.44942
16 H 0.54979 -3.92063 4.13682
17 H -0.17381 -2.88448 1.98632
18 H 2.20565 -2.71724 5.55171
19 H 3.70232 -0.72041 5.86585
20 H 4.57879 1.40745 5.01753
21 H 4.63090 3.15104 3.21306
22 H 3.80000 3.93960 1.00459
23 H 2.10901 2.56830 -0.20351
24 O 3.66350 -5.85990 -2.39039
25 C 4.48624 -4.77838 -2.02678
26 C 3.61269 -3.65216 -1.55396
27 C 4.15114 -2.56201 -0.87813
28 C 3.31236 -1.55065 -0.45983
29 N 1.99706 -1.56696 -0.68645
30 C 1.46622 -2.60764 -1.34442
31 C 2.24299 -3.66639 -1.78449
32 C -0.00763 -2.58299 -1.53764
33 C -0.61327 -3.26113 -2.58345
34 C -1.99386 -3.22609 -2.71238
35 C -2.68794 -3.94942 -3.83015
36 O -1.73000 -4.66622 -4.56708
37 C -2.72002 -2.49761 -1.77385
38 C -2.04448 -1.83523 -0.77224
39 N -0.71364 -1.87237 -0.64290
40 H 4.20811 -6.60503 -2.66427
41 H 5.07273 -4.41425 -2.87991
42 H 5.19025 -5.04299 -1.23097
43 H 5.21122 -2.49953 -0.67003
44 H 3.69772 -0.68932 0.07163
45 H 1.79704 -4.51459 -2.28215
46 H -0.02564 -3.81530 -3.29966
47 H -3.20517 -3.20866 -4.45272
48 H -3.45097 -4.60601 -3.39733
49 H -2.16763 -5.21673 -5.22477
50 H -3.80055 -2.45129 -1.81592
51 H -2.58115 -1.27122 -0.01821
52 C -1.91303 11.77109 -1.74863
53 O -1.77262 10.49425 -2.42791
54 C -2.29249 9.41248 -1.94489
55 C -2.11839 8.24580 -2.75313
56 C -2.63609 7.05932 -2.36224
57 C -3.34440 6.98125 -1.12154
58 C -3.53857 8.15588 -0.33197
59 C -3.00786 9.34386 -0.71851
60 N -3.99328 5.88371 -0.72415
61 N -4.02956 4.68105 -0.84419
62 C -2.93525 3.78986 -1.03732
63 C -2.47968 3.51337 -2.32401
64 C -1.52471 2.54357 -2.52934
65 C -0.99124 1.78121 -1.43326
66 O -0.08595 0.94813 -1.59719
67 C -1.57485 2.00925 -0.09720
68 N -1.18113 1.18511 0.88470
69 C -1.67937 1.35792 2.09862
70 C -2.61510 2.35254 2.39886
71 C -3.05145 3.18344 1.39673
72 C -2.52274 3.02233 0.10369
73 H -1.39887 12.48068 -2.38519
74 H -1.43529 11.72012 -0.77237
75 H -2.96773 12.02659 -1.67008
76 H -1.57976 8.35839 -3.68418
77 H -2.53817 6.18400 -2.98566
78 H -4.12046 8.07527 0.57665
79 H -3.15383 10.22860 -0.11747
80 H -2.90748 4.03852 -3.16747
81 H -1.15906 2.31226 -3.52077
82 H -1.34281 0.66572 2.86143
83 H -2.99933 2.43948 3.40514
84 H -3.80223 3.93662 1.59680

Atomic forces in eV per Å
-0.088 -0.099 -0.017
0.003 -0.006 0.012
-0.013 0.027 0.006
-0.014 -0.010 0.046
0.029 -0.001 -0.005
-0.018 0.015 -0.054
-0.012 -0.007 -0.006
0.017 0.008 0.018
0.012 -0.010 0.020
-0.036 -0.018 -0.024
-0.003 0.007 -0.014
0.011 -0.003 0.007
0.018 -0.025 -0.037
0.014 0.019 0.032
-0.010 0.011 0.031
0.000 0.000 0.002
-0.002 -0.004 0.003
0.005 0.000 0.000
-0.002 0.001 0.002
0.000 0.001 0.003
0.002 -0.004 0.004
-0.003 0.003 0.001
-0.003 0.000 0.001
0.000 -0.019 0.015
0.006 0.013 -0.030
-0.011 0.003 0.009
0.006 0.013 -0.040
0.004 0.046 -0.050
0.013 -0.090 0.092
0.000 -0.009 0.016
-0.008 0.034 -0.033
0.001 -0.043 0.047
0.005 -0.069 0.080
0.005 0.007 -0.010
-0.009 -0.006 -0.010
0.000 -0.020 -0.015
-0.008 -0.008 0.019
0.005 -0.058 0.106
0.024 0.186 -0.277
-0.007 0.019 -0.020
0.023 0.001 0.022
-0.017 -0.011 0.008
0.001 -0.006 0.003
-0.001 -0.010 0.016
0.013 -0.010 0.007
-0.013 0.007 -0.017
-0.017 -0.007 0.012
0.007 -0.005 0.000
0.011 0.023 0.010
-0.002 0.002 -0.001
-0.001 0.042 -0.032
0.011 -0.007 -0.011
-0.016 -0.012 -0.006
0.014 0.030 0.005
0.006 -0.020 -0.014
-0.015 0.018 0.030
0.036 0.049 -0.020
0.006 -0.018 0.014
-0.004 -0.004 0.010
-0.218 -0.125 -0.298
0.345 0.078 0.396
-0.223 0.091 -0.140
0.086 0.035 0.041
-0.021 0.037 -0.026
0.063 -0.091 0.010
-0.018 0.085 0.016
-0.096 -0.018 0.014
0.162 0.144 0.057
-0.053 -0.065 -0.005
-0.022 -0.020 -0.008
0.028 0.019 0.006
-0.052 -0.195 -0.038
-0.003 0.005 0.007
-0.007 0.007 0.002
0.004 0.006 0.008
-0.002 -0.013 -0.002
0.006 0.014 -0.013
-0.007 0.008 -0.001
0.001 -0.005 0.007
0.002 -0.019 -0.003
0.020 0.022 0.000
0.030 0.024 0.006
-0.002 0.005 0.001
0.000 0.005 -0.002

Löwdin population analysis, charges in e, atoms 1 to 2: atom 1 (Pd): 1.0504, atom 2 (C): -0.0079

(5)
Molecular formula: C4H11NO
Method: DFT, ωB97M-V/def2-TZVPD

Kohn-Sham gap (Eh): 0.3438
Energy above the lowest of the compared OMol25 structures with the same formula, charge and spin (kJ/mol): 196.3
Structure (SMILES): C=CN.CCO
Molecular weight (g mol⁻¹): 89.1
Charge: 0
LUMO level (eV): 1.00
E_tot (eV): -7862.51865

CARTESIAN COORDINATES (ANGSTROEM)
1 C -3.16288 -0.85472 0.26489
2 C -3.08918 -0.27573 -0.93736
3 N -2.52768 -0.41820 1.44832
4 H -3.44189 -1.90270 0.32639
5 H -3.28978 -0.76932 -1.87160
6 H -2.74766 0.75581 -0.95054
7 H -2.59021 0.57303 1.59660
8 H -2.85078 -1.02060 2.19681
9 H 3.21838 1.79040 -0.98067
10 C 2.44333 0.46540 0.25900
11 O 2.35895 1.63551 -0.58278
12 C 3.20254 -0.61781 -0.47898
13 H 2.91907 0.53346 1.25140
14 H 1.37575 0.31702 0.39450
15 H 3.31393 -1.46794 0.19598
16 H 2.58196 -0.93657 -1.31713
17 H 4.18569 -0.23900 -0.75035

Atomic forces in eV per Å
1.417 -0.824 -0.843
-0.024 0.720 0.972
-1.067 -0.766 -0.623
-0.207 0.039 0.015
-0.424 -0.077 0.071
0.131 -0.059 -0.366
0.012 0.156 0.422
0.181 0.814 0.350
0.161 0.094 -0.004
-0.159 0.385 -0.704
0.471 0.069 0.782
-1.196 -0.375 0.513
-0.118 0.995 -0.218
0.044 -0.895 0.320
0.213 -0.121 -0.121
0.530 -0.013 -0.316
0.034 -0.140 -0.250

Löwdin population analysis, charges in e, atoms 1 to 2: atom 1 (C): -0.3088, atom 2 (C): -0.0359

Which of these has the lowest E_tot?
C40H33N2PPdSe2Te